1.
Computed, not measured: 2 unconnected molecules or ions with the total composition C8H17FN2O2 at a distorted geometry, with wB97M-V/def2-TZVPD.

Structure (XYZ):
```
30
Properties=species:S:1:pos:R:3:mulliken_charge:R:1
F 3.289 -0.200 -3.194 -0.294
O -0.833 1.103 2.229 -0.339
O -0.144 -0.202 4.788 -0.063
N 0.810 0.772 -3.924 -0.152
N -0.597 -0.391 0.540 0.439
C -0.422 -0.709 -0.890 -0.588
C 2.264 -1.107 -3.253 -0.782
C -0.782 0.826 0.922 -0.673
C -0.741 -1.560 1.411 -0.608
C -1.865 1.584 5.199 -0.828
C -0.925 0.613 4.942 0.809
C 0.752 0.013 -1.515 -0.849
C 0.916 -0.395 -2.994 -0.042
H -1.178 1.954 2.226 0.436
H 0.102 -2.155 1.234 0.436
H 0.230 -1.149 -3.290 0.447
H 0.589 1.109 -1.400 0.440
H -1.426 -0.368 -1.430 0.191
H -1.950 1.818 6.230 0.405
H -0.136 -1.781 -1.028 0.410
H -0.603 -1.077 2.357 -0.041
H 1.618 -0.217 -0.891 0.349
H -1.421 2.540 4.780 0.312
H 2.193 -1.603 -4.294 0.356
H 0.193 0.750 -4.721 0.355
H 0.601 1.508 -3.335 0.300
H 1.819 0.962 -4.277 0.423
H -2.944 1.305 4.907 0.346
H 2.291 -1.884 -2.615 0.516
H -1.697 -2.058 1.289 0.289
```

Computed properties:
- HOMO-LUMO gap: 6.726 eV
- Molar mass: 192.2 g/mol
- Net charge: +2
- HOMO: -14.2 eV
- Total energy: -674.142262 Eh
- ΔE to the lowest compared entry with this formula, charge and spin: 0.0 kcal/mol

2.
Computed, not measured: a gas-phase ion, C17H25N2O (charge +1) at a distorted geometry, with wB97M-V/def2-TZVPD.

Structure (XYZ):
```
45
Properties=species:S:1:pos:R:3:mulliken_charge:R:1
O 0.558 2.251 0.701 -0.416
N 0.061 0.216 -0.284 0.673
N -2.350 1.348 -0.430 -0.010
C -1.494 -2.415 -0.027 -0.168
C 4.117 -0.580 -0.765 -0.980
C -3.448 0.923 0.432 -1.273
C 0.938 1.117 0.143 0.516
C -0.697 -3.308 0.927 -0.632
C -1.799 2.638 0.000 -0.717
C 5.039 0.343 -0.342 -0.536
C 0.428 -0.979 -0.844 0.228
C -0.785 2.471 1.136 -0.701
C 4.630 1.543 0.257 -0.676
C 2.742 -0.335 -0.607 0.919
C 1.749 -1.261 -1.013 -0.643
C -0.684 -1.896 -1.228 -1.346
C 2.333 0.883 -0.002 0.477
C 0.123 -2.537 1.955 -0.983
C 3.298 1.815 0.428 -0.386
C -2.788 1.394 -1.822 -1.202
H -0.041 -3.965 0.352 0.299
H -1.363 -1.365 -1.900 0.306
H 6.093 0.148 -0.466 0.426
H -1.941 1.622 -2.467 0.387
H -0.272 -2.746 -1.771 0.441
H -2.327 -2.991 -0.431 0.360
H -4.295 1.615 0.380 0.367
H -1.292 3.111 -0.843 0.408
H -3.788 -0.062 0.118 0.377
H -3.190 0.422 -2.101 0.394
H 2.967 2.733 0.886 0.497
H -1.081 1.663 1.813 0.350
H 4.432 -1.504 -1.224 0.448
H 2.052 -2.197 -1.454 0.509
H 5.373 2.253 0.584 0.432
H 0.912 -1.951 1.489 0.204
H -0.980 0.478 -0.284 0.075
H -0.516 -1.869 2.530 0.246
H -2.596 3.313 0.333 0.393
H -0.713 3.399 1.707 0.378
H -3.115 0.865 1.466 0.368
H -1.401 -3.944 1.465 0.390
H -1.912 -1.578 0.535 0.017
H -3.567 2.146 -1.983 0.368
H 0.590 -3.231 2.648 0.417
```

Computed properties:
- HOMO-LUMO gap: 8.557 eV
- SMILES string: CCCCc1cc2ccccc2c(OCCN(C)C)[nH+]1
- Molar mass: 273.4 g/mol
- Net charge: +1
- HOMO: -11.8 eV
- Total energy: -847.339521 Eh
- ΔE to the lowest compared entry with this formula, charge and spin: 0.0 kcal/mol

3.
Computed, not measured: a single C23H35N3O4S molecule, with wB97M-V/def2-TZVPD.

Structure (XYZ):
```
66
Properties=species:S:1:pos:R:3:mulliken_charge:R:1
S 0.725 3.122 1.032 -0.388
O -0.523 -2.837 -4.782 -0.429
O -0.200 -4.462 -2.366 -0.580
O 3.122 -0.704 0.982 -0.733
O 0.057 -3.157 -0.015 -0.472
N 2.648 1.011 2.381 -0.055
N -0.417 1.882 -1.000 0.337
N 1.844 1.497 -0.717 -0.048
C 2.965 0.486 1.192 0.749
C 0.795 0.815 5.344 -0.738
C -0.423 -0.954 -3.464 -1.162
C -3.577 3.624 -1.527 -0.677
C -2.066 3.719 -1.336 -0.825
C -0.155 -0.998 -1.089 0.233
C 0.876 0.256 3.921 -0.167
C -2.869 1.465 -0.750 -0.836
C 0.708 2.101 -0.284 0.559
C -1.685 2.438 -0.567 -0.505
C -0.501 -4.223 -5.048 -0.742
C -0.403 -2.349 -3.521 -0.069
C 0.411 -2.537 1.202 -0.935
C 3.108 0.808 4.779 -0.951
C -0.360 1.238 -2.294 -2.807
C 2.054 1.667 5.473 -0.588
C 3.066 1.518 0.057 -1.532
C -0.114 -2.386 -1.119 0.359
C 2.379 0.218 3.561 -0.150
C -0.259 -3.081 -2.337 0.880
C -3.810 2.133 -1.756 -0.654
C -0.312 -0.278 -2.266 0.853
C -1.211 -5.144 -1.650 -0.734
H 0.827 0.002 6.071 0.321
H -1.379 -4.728 -4.637 0.260
H 0.419 -0.729 3.843 0.159
H 0.512 1.614 -2.846 0.671
H -0.116 1.387 5.508 0.359
H 1.339 -1.966 1.103 0.377
H -0.520 -4.301 -6.135 0.277
H 1.922 2.608 4.939 0.232
H -0.537 -0.420 -4.394 0.526
H 3.219 2.525 0.448 0.618
H -4.848 1.843 -1.601 0.401
H -3.535 1.865 -2.778 0.265
H -3.930 4.237 -2.354 0.398
H -1.765 4.613 -0.793 0.353
H 3.990 1.372 4.479 0.347
H -1.246 1.543 -2.854 0.492
H -1.140 -4.964 -0.576 0.228
H 2.309 1.888 6.508 0.404
H -0.072 -0.480 -0.147 0.787
H 3.424 0.002 5.442 0.323
H 1.735 0.670 -1.289 0.253
H 0.363 0.924 3.228 0.021
H -1.049 -6.202 -1.854 0.286
H -4.088 3.942 -0.617 0.275
H -1.566 3.732 -2.306 0.349
H 0.402 -4.695 -4.659 0.290
H -1.561 2.674 0.493 0.813
H 0.565 -3.353 1.906 0.341
H 2.365 1.983 2.416 0.258
H -3.381 1.343 0.205 0.379
H -2.207 -4.852 -2.001 0.308
H 2.722 -0.793 3.330 0.503
H -0.392 -1.890 1.571 0.350
H -2.541 0.481 -1.079 0.126
H 3.888 1.242 -0.605 0.457
```

Computed properties:
- HOMO-LUMO gap: 8.895 eV
- SMILES string: COc1cc(CN(C(=S)NCC(=O)NC2CCCC2)C2CCCC2)cc(OC)c1OC
- Molar mass: 449.6 g/mol
- Net charge: 0
- HOMO: -8.2 eV
- Total energy: -1760.831081 Eh
- ΔE to the lowest compared entry with this formula, charge and spin: 50.3 kcal/mol

4.
Computed, not measured: a single C16H18N2O4S molecule at a distorted geometry, with wB97M-V/def2-TZVPD.

Structure (XYZ):
```
41
Properties=species:S:1:pos:R:3:mulliken_charge:R:1
S 3.151 -0.359 -0.453 1.464
O 2.910 0.316 -1.696 -0.652
O 4.204 -1.329 -0.396 -0.787
O -5.689 0.531 0.909 -0.349
O -2.021 -1.035 -2.013 -0.661
N -3.125 -1.222 -0.053 -0.179
N 3.388 0.720 0.830 -0.051
C 0.533 -2.520 1.705 -0.917
C 4.975 2.294 0.020 -0.522
C -5.335 2.595 0.160 -0.463
C -4.427 -0.908 -0.614 -0.944
C -0.733 -1.476 -0.063 0.434
C 1.629 -1.121 0.112 -0.179
C 4.773 1.126 0.996 -0.829
C 1.691 -1.922 1.236 -0.557
C 0.439 -0.900 -0.547 -0.121
C -4.901 0.441 -0.187 0.406
C -0.674 -2.295 1.061 -0.402
C 3.571 2.901 -0.140 -0.531
C -2.002 -1.218 -0.815 0.242
C 2.645 1.952 0.644 -0.682
C -4.649 1.687 -0.683 -0.326
C -5.949 1.835 1.105 -0.437
H -3.048 -1.236 0.951 0.280
H 4.907 1.445 2.034 0.347
H -4.053 1.920 -1.541 0.517
H 5.413 0.271 0.791 0.411
H 2.408 2.355 1.633 0.421
H -4.306 -0.939 -1.699 0.394
H -1.564 -2.790 1.422 0.515
H 5.331 1.911 -0.935 0.248
H 3.515 3.915 0.255 0.371
H 3.281 2.916 -1.189 0.236
H 1.717 1.735 0.116 0.292
H -5.367 3.661 0.069 0.413
H -5.148 -1.667 -0.294 0.300
H -6.576 2.089 1.937 0.460
H 5.699 3.013 0.401 0.397
H 2.647 -2.077 1.710 0.468
H 0.418 -0.293 -1.440 0.570
H 0.569 -3.166 2.569 0.405
```

Computed properties:
- HOMO-LUMO gap: 9.143 eV
- SMILES string: O=C(NCc1ccco1)c1cccc(S(=O)(=O)N2CCCC2)c1
- Molar mass: 334.4 g/mol
- Net charge: 0
- HOMO: -8.8 eV
- Total energy: -1429.141987 Eh
- ΔE to the lowest compared entry with this formula, charge and spin: 39.0 kcal/mol

5.
Computed, not measured: a gas-phase ion, C2H9N2 (charge +2) at a distorted geometry, with wB97M-V/def2-TZVPD.

Structure (XYZ):
```
13
Properties=species:S:1:pos:R:3:mulliken_spin:R:1
N -0.966 -1.449 0.360 0.003
N 1.025 1.680 -0.490 0.962
C -0.109 0.850 -0.026 -0.006
C 0.290 -0.597 0.165 0.036
H -0.569 1.343 0.840 0.056
H -1.515 -1.039 1.122 0.000
H -1.437 -1.429 -0.546 0.000
H -0.867 0.853 -0.834 0.010
H 1.986 1.585 -0.139 -0.025
H 1.047 -0.861 0.901 -0.005
H 0.968 2.362 -1.258 -0.026
H -0.676 -2.387 0.654 0.000
H 0.824 -0.908 -0.748 -0.005
```

Computed properties:
- HOMO-LUMO gap (spin up / spin down): 14.896 / 10.032 eV
- Molar mass: 61.1 g/mol
- Net charge: +2
- HOMO (spin up / spin down): -22.8 / -23.2 eV
- Total energy: -190.352839 Eh
- ΔE to the lowest compared entry with this formula, charge and spin: 8.2 kcal/mol
- Spin multiplicity: 2

6.
Computed, not measured: 2 unconnected molecules or ions with the total composition C2H7N3O2 at a distorted geometry, with wB97M-V/def2-TZVPD.

Structure (XYZ):
```
14
Properties=species:S:1:pos:R:3:mulliken_spin:R:1
O -0.467 -0.157 -1.609 0.135
O -2.524 -0.349 -0.890 0.891
N -0.954 -1.773 -0.098 0.007
N 1.449 1.345 -0.492 0.001
N 0.464 1.044 1.596 0.000
C -1.288 -0.737 -0.933 -0.039
C 1.184 0.625 0.563 -0.002
H -1.709 -2.410 0.147 0.003
H -0.055 1.904 1.492 0.000
H 1.601 -0.372 0.660 0.001
H -0.065 0.341 2.087 0.000
H 1.765 0.795 -1.283 0.000
H 0.736 2.003 -0.788 0.000
H -0.138 -2.259 -0.454 0.004
```

Computed properties:
- HOMO-LUMO gap (spin up / spin down): 11.356 / 8.268 eV
- Molar mass: 105.1 g/mol
- Net charge: +1
- HOMO (spin up / spin down): -15.5 / -15.3 eV
- Total energy: -394.871791 Eh
- ΔE to the lowest compared entry with this formula, charge and spin: 4.0 kcal/mol
- Spin multiplicity: 2

7.
Computed, not measured: a single C2H4N4 molecule at a distorted geometry, with wB97M-V/def2-TZVPD.

Structure (XYZ):
```
10
Properties=species:S:1:pos:R:3:mulliken_charge:R:1
N 2.057 0.771 1.300 -0.469
N 0.289 -1.543 -0.791 -0.757
N -0.709 1.508 0.576 -0.462
N 0.164 -0.303 -0.156 0.419
C 1.015 0.544 0.815 0.188
C -0.951 0.450 -0.159 -0.039
H 0.415 -1.384 -1.791 0.247
H -1.498 1.952 1.044 0.216
H -1.923 0.004 -0.371 0.366
H 1.140 -1.998 -0.466 0.291
```

Computed properties:
- HOMO-LUMO gap: 9.756 eV
- SMILES string: [H]/N=C/N(N)C#N
- Molar mass: 84.1 g/mol
- Net charge: 0
- HOMO: -9.2 eV
- Total energy: -297.496060 Eh
- ΔE to the lowest compared entry with this formula, charge and spin: 93.0 kcal/mol

8.
Computed, not measured: a single C5H7N molecule at a distorted geometry, with wB97M-V/def2-TZVPD.

Structure (XYZ):
```
13
Properties=species:S:1:pos:R:3:mulliken_charge:R:1
N 0.591 -1.313 1.067 -0.583
C -2.240 1.043 0.325 0.178
C 0.910 -0.542 -0.119 0.386
C 1.327 0.894 -0.313 -1.257
C -1.440 0.138 0.308 -0.655
C -0.495 -0.946 0.059 -0.443
H 0.909 1.234 -1.271 0.294
H 1.368 -1.213 -0.850 0.274
H 0.958 1.545 0.479 0.355
H -0.881 -1.778 -0.497 0.336
H -2.971 1.826 0.324 0.412
H -0.160 -1.090 1.726 0.350
H 2.416 0.982 -0.379 0.352
```

Computed properties:
- HOMO-LUMO gap: 10.440 eV
- SMILES string: C#C[C@@H]1N[C@@H]1C
- Molar mass: 81.1 g/mol
- Net charge: 0
- HOMO: -9.3 eV
- Total energy: -249.318204 Eh
- ΔE to the lowest compared entry with this formula, charge and spin: 97.3 kcal/mol

9.
Computed, not measured: a molecular structure, C11H15CoNO5 at a distorted geometry, with wB97M-V/def2-TZVPD.

Structure (XYZ):
```
33
Properties=species:S:1:pos:R:3:mulliken_spin:R:1
Co 0.173 -0.804 0.218 2.757
O 0.157 -1.816 -1.615 0.072
O 0.709 -2.926 0.059 0.052
O 0.521 1.079 0.133 0.253
O 2.310 -0.558 0.698 0.015
O 1.709 2.920 0.587 0.482
N 0.528 -2.898 -1.159 -0.010
C -1.834 1.261 1.943 0.006
C 2.808 0.780 0.794 0.189
C -2.657 0.084 -0.017 0.063
C -1.409 -1.117 1.722 0.002
C 3.851 1.094 -0.262 0.011
C 1.528 1.746 0.463 0.028
C -3.445 0.092 -1.276 0.003
C -2.516 1.258 0.740 0.024
C -1.273 0.086 2.438 0.037
C 3.247 1.081 2.214 0.008
C -2.090 -1.106 0.478 -0.035
H -1.179 -2.065 2.205 -0.003
H 4.734 0.472 -0.116 0.015
H 4.204 0.600 2.416 0.016
H -1.743 2.178 2.505 0.001
H -0.783 0.084 3.402 0.002
H -2.976 2.168 0.383 0.000
H -4.511 0.136 -1.041 0.003
H -3.270 -0.800 -1.872 0.000
H 3.057 -1.171 0.745 0.005
H 3.463 0.923 -1.264 0.005
H 4.151 2.136 -0.179 -0.001
H 3.362 2.153 2.360 -0.002
H -2.348 -2.045 -0.004 -0.005
H -3.216 0.975 -1.869 0.001
H 2.508 0.696 2.916 0.006
```

Computed properties:
- HOMO-LUMO gap (spin up / spin down): 9.674 / 4.516 eV
- Molar mass: 300.2 g/mol
- Net charge: +1
- HOMO (spin up / spin down): -12.7 / -12.9 eV
- Total energy: -2241.521209 Eh
- ΔE to the lowest compared entry with this formula, charge and spin: 22.5 kcal/mol
- Spin multiplicity: 5

10.
Computed, not measured: a single C6H14N4O2 molecule at a distorted geometry, with wB97M-V/def2-TZVPD.

Structure (XYZ):
```
26
Properties=species:S:1:pos:R:3:mulliken_charge:R:1
O 1.919 -1.393 -0.603 -0.523
O 3.032 -1.497 1.295 -0.598
N -2.191 0.172 -0.697 -0.241
N -0.526 -0.649 -1.933 -0.767
N 0.996 1.195 0.312 -0.538
N -1.188 1.705 -2.149 -0.407
C -0.152 -0.547 1.610 -0.778
C -1.523 0.250 1.724 -0.713
C 2.138 -1.015 0.645 0.369
C -2.181 0.917 0.529 -0.753
C -1.254 0.389 -1.645 0.180
C 1.247 0.093 1.243 0.182
H 1.732 1.849 0.185 0.253
H -0.383 -1.349 0.964 0.361
H 1.097 -1.191 -1.100 0.444
H -1.473 1.090 2.525 0.276
H 1.663 0.443 2.178 0.419
H -0.087 -0.375 -2.822 0.228
H -3.270 0.870 0.707 0.296
H -2.109 2.011 -2.419 0.253
H -1.759 1.834 0.233 0.531
H -2.286 -0.441 2.122 0.433
H -0.512 1.857 -2.914 0.255
H 0.767 0.941 -0.641 0.166
H -0.106 -1.090 2.637 0.360
H -2.168 -0.825 -0.552 0.312
```

Computed properties:
- HOMO-LUMO gap: 9.494 eV
- SMILES string: [H]/N=C(\N)NCCC[C@H](N)C(=O)O
- Molar mass: 174.2 g/mol
- Net charge: 0
- HOMO: -9.1 eV
- Total energy: -606.514666 Eh
- ΔE to the lowest compared entry with this formula, charge and spin: 37.2 kcal/mol

11.
Computed, not measured: 3 unconnected molecules or ions with the total composition C13H31FN5O4 at a distorted geometry, with wB97M-V/def2-TZVPD.

Structure (XYZ):
```
54
Properties=species:S:1:pos:R:3:mulliken_charge:R:1
F 6.618 0.301 -2.609 -0.230
O 0.302 -4.309 1.812 -0.396
O 6.234 0.834 -0.518 -0.489
O 3.944 -1.442 0.212 -0.701
O -2.629 1.412 -0.712 -0.234
N 1.025 -1.477 1.550 -0.454
N 3.566 -1.543 -2.063 -1.193
N 5.720 -1.315 -1.303 -0.221
N 2.223 -1.128 -1.775 0.443
N -1.946 4.196 -1.163 -0.734
C -0.362 -1.923 1.459 1.116
C 6.178 -0.011 -1.369 0.516
C -3.336 3.736 -1.243 0.309
C -0.484 -3.402 1.059 -0.867
C 4.302 -1.425 -0.975 0.498
C 1.872 0.109 -2.477 -1.012
C -0.204 -4.628 3.087 -0.662
C -1.083 -1.573 2.760 -1.672
C -4.075 4.178 0.017 -1.423
C 0.885 0.883 -1.615 0.299
C -3.135 1.171 0.586 -0.378
C -3.426 2.231 -1.535 -0.796
C 1.438 1.185 -0.232 -1.055
H 1.528 -2.124 2.152 0.314
H -3.050 2.066 -2.548 0.344
H -3.808 4.245 -2.089 0.426
H -1.456 3.594 -0.505 0.328
H 1.570 -1.837 -2.085 0.196
H -1.297 -4.691 3.085 0.296
H -3.511 3.964 0.924 0.287
H -2.068 -2.048 2.816 0.348
H 1.506 -0.055 -3.494 0.306
H 2.775 0.701 -2.545 0.322
H -0.839 -1.348 0.657 -0.117
H -1.231 -0.494 2.821 0.378
H -1.536 -3.730 1.064 0.501
H 1.478 -1.588 0.639 0.002
H 2.050 2.081 -0.249 0.411
H -5.053 3.697 0.095 0.337
H -1.483 4.013 -2.048 0.296
H -2.829 1.955 1.282 0.195
H 0.668 1.833 -2.107 0.183
H 0.125 -3.905 3.838 0.212
H 0.613 1.300 0.463 0.167
H -4.226 1.075 0.583 0.351
H 0.201 -5.602 3.368 0.268
H -4.234 5.256 -0.005 0.357
H -4.471 1.885 -1.522 0.391
H -0.056 0.340 -1.580 0.040
H -0.124 -3.499 0.033 0.310
H -2.700 0.236 0.938 -0.083
H 2.045 0.373 0.138 0.253
H 6.296 -1.894 -0.713 0.331
H -0.510 -1.859 3.641 0.385
```

Computed properties:
- HOMO-LUMO gap: 6.322 eV
- Molar mass: 340.4 g/mol
- Net charge: -1
- HOMO: -3.7 eV
- Total energy: -1188.512850 Eh
- ΔE to the lowest compared entry with this formula, charge and spin: 0.0 kcal/mol

12.
Computed, not measured: 2 unconnected molecules or ions with the total composition C2H3BrO at a distorted geometry, with wB97M-V/def2-TZVPD.

Structure (XYZ):
```
7
Properties=species:S:1:pos:R:3:mulliken_charge:R:1
Br 2.029 -0.036 0.387 -0.045
O -2.100 -1.528 -0.067 -0.275
C -1.214 -0.915 0.370 0.106
C 0.733 0.918 -0.440 -0.655
H -0.683 -1.062 1.365 0.204
H 0.735 0.847 -1.578 0.281
H 0.500 1.775 -0.038 0.385
```

Computed properties:
- HOMO-LUMO gap (spin up / spin down): 8.256 / 8.685 eV
- Molar mass: 122.9 g/mol
- Net charge: 0
- HOMO (spin up / spin down): -8.3 / -8.5 eV
- Total energy: -2727.103797 Eh
- ΔE to the lowest compared entry with this formula, charge and spin: 95.4 kcal/mol